Formula: C34H42Cl5N5OPbSbSeSi3
Source: OMol25
Level of theory: ωB97M-V/def2-TZVPD

CARTESIAN COORDINATES (ANGSTROEM)
Pb: 1.23813 0.22284 -0.29188
Sb: -1.53063 -3.50110 1.66411
Se: -2.46560 0.36818 -0.79047
Cl: -1.31867 4.27899 3.62123
Cl: -0.65518 2.46608 6.06326
Cl: -0.65144 3.32453 0.75876
Cl: 0.66396 -0.30574 5.61885
Cl: 0.99464 -1.39114 2.68804
Si: -3.46905 -2.39534 3.18427
Si: -1.64642 -4.68585 -0.74720
Si: 0.45035 -4.67334 3.11899
O: 2.29047 2.18263 -0.38784
N: 2.18247 -0.84733 -3.14707
N: 0.50801 1.30035 -2.70835
N: 5.65655 -0.19876 0.64303
N: 3.50542 -0.40194 0.32773
N: -1.16932 -1.83997 0.55272
C: -0.81004 0.73999 -4.66524
C: 0.46714 0.24825 2.95072
C: -2.20587 -3.46420 -2.06701
C: -4.31325 -1.04933 2.18438
C: 5.85807 2.01294 -1.20099
C: -0.56555 -6.20538 3.56623
C: 3.71748 3.73842 -1.38249
C: -4.59098 -3.83912 3.65336
C: -1.11074 -0.19351 -5.68105
C: 3.49438 2.46958 -0.79721
C: -1.51308 1.95523 -4.50232
C: 5.28794 -1.36714 1.25969
C: 4.94809 4.11784 -1.85731
C: -2.73878 -6.22514 -0.67332
C: 3.95300 -1.48038 1.05359
C: 4.62329 1.61674 -0.65803
C: 0.24635 0.47743 -3.75748
C: 6.02974 3.23635 -1.80053
C: -0.31556 1.92639 4.46555
C: 0.23589 0.66544 4.25902
C: -2.54712 -1.67677 4.65341
C: 4.55940 0.37038 0.08118
C: -1.72878 -0.92087 0.03902
C: 1.90751 -5.16465 2.01818
C: -1.17362 2.80815 -3.49092
C: 0.17549 -5.11876 -1.00551
C: 1.00658 -3.85741 4.72207
C: 1.07194 -0.66936 -3.96290
C: -0.15751 2.42365 -2.59800
C: -0.36922 -1.33617 -5.79284
C: -0.61003 2.73344 3.36816
C: -0.29337 2.28661 2.08446
C: 0.26638 1.03779 1.83027
C: 0.72930 -1.56651 -4.94855
H: -4.04133 -4.62417 4.17385
H: -4.73219 -1.41915 1.24882
H: 6.69687 1.32669 -1.16781
H: 1.34725 -2.44275 -5.10408
H: 2.15966 -4.40462 1.27955
H: 0.06054 -6.88578 4.14503
H: -1.43001 -5.95655 4.18334
H: 1.95866 -3.34388 4.59865
H: -1.92453 0.01386 -6.36318
H: -1.56230 -2.58400 -2.08552
H: 0.29872 -3.12688 5.10415
H: 0.81763 -4.29056 -0.70248
H: -0.59727 -2.05471 -6.56878
H: 1.69522 -6.09362 1.49106
H: 0.46791 -6.00265 -0.44020
H: -2.45449 -6.88901 0.14307
H: -0.92133 -6.74787 2.68937
H: -3.60362 -0.25827 1.94245
H: 2.79267 -5.33130 2.63371
H: -2.15533 -3.93443 -3.05057
H: 5.08137 5.10439 -2.28181
H: 2.86797 4.40514 -1.45303
H: -2.63133 -6.78271 -1.60529
H: 6.98378 3.50606 -2.23078
H: -5.37178 -3.48646 4.32945
H: -3.22222 -1.50861 5.49398
H: 0.12343 3.05070 -1.76319
H: -2.11806 -0.71326 4.38147
H: 0.36724 -5.31726 -2.06057
H: 3.27759 -2.25116 1.37344
H: 2.81450 -1.57356 -3.44389
H: -3.23088 -3.12669 -1.91265
H: 2.65246 0.01274 -2.90004
H: 5.99021 -2.00233 1.76697
H: -2.30490 2.19492 -5.20088
H: -1.74066 -2.32120 4.99830
H: 6.57795 0.20220 0.64439
H: -5.08002 -4.28186 2.78579
H: -5.12246 -0.60134 2.76384
H: 1.13525 -4.62864 5.48385
H: -1.67345 3.75601 -3.34919
H: -3.79317 -5.97457 -0.56079

Force components x, y, z for each atom (eV/Å):
Pb -0.233 0.153 -0.017
Sb -0.187 -0.187 -0.095
Se -0.320 0.680 -0.445
Cl -0.029 -0.003 0.001
Cl 0.018 0.006 -0.050
Cl -0.037 0.243 -0.284
Cl -0.005 -0.127 -0.014
Cl 0.480 -0.298 0.153
Si -0.389 -0.081 0.344
Si -0.019 -0.544 -0.433
Si 0.142 -0.559 0.272
O -0.254 -0.367 0.250
N -0.030 -0.009 0.168
N 0.381 0.196 -0.391
N -0.029 0.060 -0.062
N 0.353 0.269 0.085
N 0.112 0.423 0.102
C 0.223 -0.111 0.204
C -0.306 0.704 -0.204
C 0.015 0.029 0.641
C 0.379 -0.414 -0.054
C -0.064 -0.016 0.043
C -0.037 0.388 -0.286
C -0.059 -0.037 -0.044
C 0.328 0.251 -0.183
C -0.055 -0.079 -0.099
C 0.284 0.056 -0.071
C 0.000 0.054 0.074
C -0.092 -0.210 0.006
C 0.003 -0.059 0.012
C 0.254 0.408 0.108
C 0.108 -0.018 -0.019
C -0.130 0.320 -0.218
C -0.391 0.050 -0.204
C 0.129 0.013 -0.045
C -0.042 -0.050 0.039
C 0.062 0.041 0.036
C -0.034 -0.178 -0.394
C -0.017 -0.243 0.158
C 0.238 -1.015 0.421
C -0.371 0.286 0.073
C -0.104 -0.040 -0.093
C -0.382 0.147 0.254
C -0.162 0.094 -0.371
C -0.076 -0.094 -0.080
C 0.147 -0.100 -0.037
C -0.142 0.144 -0.051
C 0.046 0.073 -0.047
C 0.124 -0.357 0.217
C 0.032 0.065 0.456
C 0.122 0.040 0.153
H 0.038 -0.015 0.020
H -0.028 -0.010 -0.021
H 0.018 -0.003 -0.006
H 0.028 -0.011 -0.010
H 0.038 0.015 -0.016
H 0.086 -0.002 0.016
H -0.029 0.023 0.055
H -0.002 0.048 -0.062
H -0.019 -0.011 -0.014
H 0.020 -0.006 -0.047
H -0.040 0.044 0.024
H 0.038 0.046 -0.060
H 0.000 -0.015 -0.003
H -0.053 0.007 -0.035
H -0.021 -0.022 0.027
H 0.020 -0.021 0.031
H -0.003 -0.041 -0.047
H 0.006 0.044 0.012
H -0.038 0.043 0.144
H 0.054 -0.183 0.040
H -0.038 -0.007 -0.066
H -0.025 -0.005 0.058
H 0.043 0.010 -0.062
H 0.026 0.018 0.047
H -0.008 0.081 0.023
H -0.127 -0.047 -0.031
H 0.000 0.057 0.035
H 0.091 0.060 -0.037
H -0.091 0.015 -0.078
H 0.045 -0.073 0.057
H 0.064 0.081 -0.055
H -0.030 0.023 0.009
H 0.070 -0.021 -0.040
H 0.030 0.014 0.029
H -0.036 0.033 0.014
H 0.017 -0.023 0.055
H -0.017 0.047 0.011
H 0.006 0.014 -0.046
H -0.011 -0.096 0.149
H -0.050 -0.162 -0.091
H -0.030 0.003 -0.036
H -0.022 0.050 0.023

Calculated values
Frontier orbital gap ... 6.06 eV
ΔE to the lowest compared entry with this formula, charge and spin ... 56.6 kcal/mol
Lowest unoccupied orbital energy ... -0.11878 Eh
Net charge ... +1
HOMO ... -9.29 eV